Computed, not measured: a molecular structure, C4H3LuO in a non-equilibrium geometry, with ωB97M-V/def2-TZVPD.

Multiplicity: 2
Max |F| in eV/Å: 6.51
Lowest unoccupied orbital energy (spin up / spin down) in eV: -5.920 / -7.456
Total charge: +1
E in a.u.: -1464.43180

Each line ends with the Mulliken charge.
Positions of all 9 atoms, in Å:
C (-0.35716, -1.74452, -1.82766)  -0.197
C (0.71371, -1.59858, -1.23187)  -0.415
H (-1.42034, -1.53624, -1.82974)  0.287
H (1.79370, -1.70321, -1.16633)  0.325
C (0.61233, 0.03985, 1.03966)  -0.590
C (-0.14745, 1.01536, 1.07880)  0.412
O (-0.93135, 1.97627, 1.05232)  -0.585
Lu (-1.56823, 4.14673, 1.31946)  1.411
H (1.30479, -0.59567, 1.56536)  0.351



Computed, not measured: a molecular structure, C4H3N in a non-equilibrium geometry, with ωB97M-V/def2-TZVPD.

Max |F| in eV/Å: 3.99
Lowest unoccupied orbital energy in eV: 0.568
Total charge: 0
E in a.u.: -208.80495

Each line ends with the Mulliken charge.
Positions of all 8 atoms, in Å:
C (2.04482, 0.55973, 0.05604)  0.291
C (0.95676, 0.05583, -0.08617)  -0.310
C (-0.36011, -0.56865, -0.17238)  -0.819
C (-1.54961, 0.22734, -0.27315)  0.277
N (-2.54591, 0.75951, 0.00990)  -0.452
H (3.00163, 1.02221, 0.21102)  0.385
H (-1.17755, -0.47742, 0.86373)  0.277
H (-0.37004, -1.57855, -0.60899)  0.352



Computed, not measured: a single C4H3N molecule in a non-equilibrium geometry, with ωB97M-V/def2-TZVPD.

SMILES: CC#CC#N
Max |F| in eV/Å: 1.12
Lowest unoccupied orbital energy in eV: 0.479
Total charge: 0
E in a.u.: -208.87642

Each line ends with the Mulliken charge.
Positions of all 8 atoms, in Å:
C (0.74868, -1.01233, -0.38241)  -0.877
C (-0.51218, -0.34070, -0.14483)  0.048
C (-1.32735, 0.51876, 0.09087)  -0.013
C (-1.40132, 1.87227, 0.37143)  0.364
N (-1.20081, 2.99346, 0.58774)  -0.357
H (0.67733, -2.06383, -0.65011)  0.309
H (1.34507, -0.88901, 0.52734)  0.264
H (1.23957, -0.45276, -1.18563)  0.262



Computed, not measured: a single C4H3N3 molecule in a non-equilibrium geometry, with ωB97M-V/def2-TZVPD.

SMILES: N#CC1=NCC=N1
Max |F| in eV/Å: 1.10
Lowest unoccupied orbital energy in eV: -0.426
Total charge: 0
E in a.u.: -318.45175

Each line ends with the Mulliken charge.
Positions of all 10 atoms, in Å:
N (3.41370, -0.77883, 0.30409)  -0.389
C (2.28681, -0.52382, 0.28804)  0.241
C (0.88167, -0.19637, 0.19779)  0.377
N (-0.08931, -1.23363, 0.26780)  -0.466
C (-1.18875, -0.60764, 0.04665)  -0.012
C (-0.94851, 0.84604, -0.21539)  -0.305
N (0.47714, 0.99974, -0.01479)  -0.429
H (-2.14810, -1.11743, 0.03143)  0.424
H (-1.55092, 1.54698, 0.37066)  0.304
H (-1.13372, 1.06495, -1.27628)  0.255



Computed, not measured: a single C4H3N3O molecule in a non-equilibrium geometry, with ωB97M-V/def2-TZVPD.

SMILES: O=Cc1nccnn1
Max |F| in eV/Å: 3.74
Lowest unoccupied orbital energy in eV: -0.652
Total charge: 0
E in a.u.: -393.64931

Each line ends with the Mulliken charge.
Positions of all 11 atoms, in Å:
C (2.22333, 0.28899, -0.03011)  -0.229
C (0.74270, 0.13232, -0.10075)  0.695
C (-1.41960, 0.67954, 0.06093)  -0.036
C (-1.74049, -0.63870, 0.01669)  -0.196
H (2.57539, 1.26395, -0.05318)  0.459
H (-2.10091, 1.49803, 0.27178)  0.390
H (-2.72478, -0.99491, 0.24308)  0.415
N (-0.11341, 1.11569, -0.21631)  -0.504
N (-0.80037, -1.51955, -0.14286)  -0.520
N (0.45169, -1.15435, -0.11454)  -0.057
O (2.90645, -0.67103, 0.06529)  -0.416



Computed, not measured: a single C4H3N3O molecule in a non-equilibrium geometry, with ωB97M-V/def2-TZVPD.

SMILES: [H]/N=C1\N=CN=CC1=O
Max |F| in eV/Å: 5.88
Lowest unoccupied orbital energy in eV: -1.849
Total charge: 0
E in a.u.: -393.62425

Each line ends with the Mulliken charge.
Positions of all 11 atoms, in Å:
C (-0.41597, -0.10571, -0.89158)  0.559
C (-0.72958, 0.82691, 1.10210)  0.036
C (1.35533, -0.23831, 0.95532)  -0.032
C (0.67596, -1.00451, -0.35172)  0.341
H (-1.77602, 0.17996, -2.24588)  0.320
H (-1.32863, 1.44878, 1.84955)  0.319
H (2.47832, -0.45096, 1.22532)  0.327
N (-0.78555, -0.26632, -2.09446)  -0.547
N (-1.23610, 0.73204, -0.07801)  -0.469
N (0.61117, 0.72862, 1.57211)  -0.436
O (1.15106, -1.85049, -1.04276)  -0.418



Computed, not measured: 2 unconnected molecules or ions with the total composition C4H3N3O in a non-equilibrium geometry, with ωB97M-V/def2-TZVPD.

Max |F| in eV/Å: 10.50
Lowest unoccupied orbital energy in eV: -2.387
Total charge: 0
E in a.u.: -393.49810

Each line ends with the Mulliken charge.
Positions of all 11 atoms, in Å:
C (2.02456, 0.34609, 0.35650)  0.169
C (-0.18568, -0.39638, 0.05575)  0.646
C (-1.43662, -1.20364, -0.11338)  -0.068
C (-1.90730, 0.98890, -0.00074)  -0.106
H (1.70916, 1.72913, 1.03679)  0.306
H (-1.38007, -2.29811, 0.07555)  0.340
H (-2.44652, 1.83583, -0.12613)  0.434
N (0.97912, -0.74452, 0.44045)  -0.371
N (-2.37919, -0.25492, -0.12969)  -0.481
N (-0.52359, 1.07140, -0.11195)  -0.428
O (3.07666, -0.02256, -0.52084)  -0.442



Computed, not measured: a single C4H3N3O molecule in a non-equilibrium geometry, with ωB97M-V/def2-TZVPD.

SMILES: c1cc2[nH]nnc2o1
Max |F| in eV/Å: 5.84
Lowest unoccupied orbital energy in eV: 0.739
Total charge: 0
E in a.u.: -393.61072

Each line ends with the Mulliken charge.
Positions of all 11 atoms, in Å:
C (0.52676, 1.77622, 1.07717)  -0.294
C (1.26681, 0.62300, 0.97231)  -0.400
C (0.64466, -0.35296, 0.12453)  0.333
C (-0.60699, 0.11141, 0.00036)  0.473
H (0.50496, 2.88378, 1.36467)  0.349
H (2.21256, 0.41965, 1.69132)  0.219
H (1.33439, -2.20839, -0.76041)  0.267
N (0.58087, -1.48343, -0.66632)  0.268
N (-0.57591, -1.60069, -1.19888)  -0.553
N (-1.35697, -0.63929, -0.82014)  -0.341
O (-0.69691, 1.50284, 0.43195)  -0.321



Computed, not measured: 2 unconnected molecules or ions with the total composition C4H3N3O4S in a non-equilibrium geometry, with ωB97M-V/def2-TZVPD.

Multiplicity: 3
Max |F| in eV/Å: 5.14
Lowest unoccupied orbital energy (spin up / spin down) in eV: 6.253 / 6.025
Total charge: -2
E in a.u.: -1017.43618

Each line ends with the Mulliken charge.
Positions of all 15 atoms, in Å:
C (2.14491, -0.31286, -0.25068)  -0.797
C (1.95796, -0.31207, 1.12462)  -0.125
C (0.93258, 0.28974, -0.65847)  0.070
C (-2.02913, -1.46046, -0.32552)  0.553
N (0.84092, 0.19181, 1.53906)  -0.838
N (-2.39892, -0.16156, 0.13441)  -0.384
N (0.20729, 0.50416, 0.39552)  0.523
O (-1.13039, -1.67627, -1.16050)  -0.696
O (-2.81665, -2.31754, 0.13355)  -0.770
O (-0.78634, 2.48600, -1.80171)  -0.601
O (-1.79148, 1.89753, 1.38751)  -0.676
S (-1.46559, 1.09685, 0.16124)  0.739
H (2.93602, -0.29860, -0.94976)  0.348
H (2.82320, -0.61524, 1.86647)  0.264
H (0.57560, 0.68850, -1.59574)  0.390



Computed, not measured: a single C4H3N3S molecule in a non-equilibrium geometry, with ωB97M-V/def2-TZVPD.

SMILES: N#CC1=NN=CSC1
Max |F| in eV/Å: 2.07
Lowest unoccupied orbital energy in eV: -0.886
Total charge: 0
E in a.u.: -716.60416

Each line ends with the Mulliken charge.
Positions of all 11 atoms, in Å:
C (-1.71733, 1.42186, -0.18710)  0.145
C (-0.76550, 0.38035, 0.23939)  0.619
C (0.99233, -1.67128, 0.06894)  -0.078
C (0.64551, 0.83438, 0.58554)  -0.588
H (1.61044, -2.55856, 0.24688)  0.423
H (0.86872, 0.77620, 1.63676)  0.329
H (0.80145, 1.87958, 0.25711)  0.351
N (-2.43620, 2.30981, -0.41812)  -0.388
N (-1.13671, -0.85035, 0.11095)  -0.185
N (-0.24884, -1.83421, 0.35235)  -0.555
S (1.78385, -0.20412, -0.41861)  -0.072



Computed, not measured: a gas-phase ion, C4H3N4O (charge +1) in a non-equilibrium geometry, with ωB97M-V/def2-TZVPD.

SMILES: N#C[C@@H]1C(=[NH2+])N=NC1=O
Max |F| in eV/Å: 5.61
Lowest unoccupied orbital energy in eV: -7.837
Total charge: +1
E in a.u.: -448.08873

Each line ends with the Mulliken charge.
Positions of all 12 atoms, in Å:
C (-0.38817, -1.62485, 0.28102)  0.103
C (0.65948, 0.63066, 0.03662)  0.359
C (-1.69386, 0.27423, -0.19815)  0.263
C (-0.31622, -0.36579, -0.49551)  0.187
N (-0.48938, -2.50612, 0.99472)  -0.266
N (-0.10403, 1.38611, 0.93233)  -0.150
N (-1.34296, 1.29662, 0.89201)  -0.130
N (1.88893, 0.55256, -0.04033)  -0.093
O (-2.72841, -0.10482, -0.64078)  -0.315
H (-0.28766, -0.59216, -1.51083)  0.423
H (2.26751, -0.01799, -0.77009)  0.303
H (2.53477, 1.07157, 0.51901)  0.315



Computed, not measured: 2 unconnected molecules or ions with the total composition C4H3N6 in a non-equilibrium geometry, with ωB97M-V/def2-TZVPD.

Max |F| in eV/Å: 4.34
Lowest unoccupied orbital energy (spin up / spin down) in eV: 2.045 / 2.820
Total charge: -1
E in a.u.: -482.63449

Each line ends with the Mulliken charge.
Positions of all 13 atoms, in Å:
C (0.52265, -0.17655, -2.44572)  0.495
C (-2.02855, -1.08382, -1.20963)  0.456
C (0.17714, 0.34640, 0.02607)  0.157
C (0.36826, -0.51516, -1.11461)  -0.553
N (0.73926, 0.33437, -3.45847)  -0.506
N (-3.77028, -2.15946, -1.32195)  -0.339
N (-2.43946, -2.33484, -1.18649)  -0.319
N (-2.98941, -0.15686, -1.29756)  -0.309
N (-4.11185, -0.87746, -1.25182)  -0.335
N (0.34403, -0.20782, 1.14432)  -0.614
H (0.11178, 1.46084, -0.08858)  0.368
H (0.39524, -1.57562, -0.99801)  0.279
H (0.46296, 0.40046, 1.94246)  0.222



Computed, not measured: a gas-phase ion, C4H3N6O3 (charge +1) in a non-equilibrium geometry, with ωB97M-V/def2-TZVPD.

SMILES: N#C/N=C(/N=C=O)ONC(=[NH2+])N=O
Max |F| in eV/Å: 3.59
Lowest unoccupied orbital energy (spin up / spin down) in eV: -6.557 / -6.562
Total charge: +1
E in a.u.: -708.01564

Each line ends with the Mulliken charge.
Positions of all 16 atoms, in Å:
C (1.35404, -0.02467, -2.42900)  0.533
C (-0.49771, -4.27992, -3.06725)  0.661
C (0.39555, -2.14069, -2.60814)  0.613
C (0.21183, -0.80481, 0.32634)  0.626
N (1.54313, 1.01004, -1.97402)  -0.416
N (1.20431, -1.20907, -2.90586)  -0.471
N (0.30021, -3.36873, -3.20765)  -0.367
N (1.14330, -1.82823, 0.50668)  0.185
N (-0.55402, -0.90242, -0.79687)  -0.243
N (0.37255, 0.34874, 1.03039)  -0.296
O (1.27187, -2.60624, 1.39426)  -0.232
O (-1.12761, -5.19277, -2.83751)  -0.239
O (-0.62104, -2.00299, -1.57094)  -0.248
H (-0.67842, 0.03161, -1.16890)  0.372
H (1.13638, 0.55605, 1.66116)  0.261
H (-0.14730, 1.07652, 0.58680)  0.263



Computed, not measured: a molecular structure, C4H3NO in a non-equilibrium geometry, with ωB97M-V/def2-TZVPD.

Max |F| in eV/Å: 4.11
Lowest unoccupied orbital energy in eV: -0.970
Total charge: 0
E in a.u.: -283.89833

Each line ends with the Mulliken charge.
Positions of all 9 atoms, in Å:
C (0.65036, 1.25487, -0.35742)  0.350
C (1.45059, 2.04858, -0.96230)  0.230
C (0.80475, 2.79676, 0.81562)  -0.082
C (0.10354, -0.03636, -0.05180)  -0.941
N (2.03980, 3.21306, -0.88825)  -0.490
O (1.56447, 3.62446, 0.25305)  0.065
H (-0.45444, -0.29281, -0.91881)  0.290
H (0.77352, -0.79908, 0.26429)  0.280
H (-0.72390, -0.10251, 0.76439)  0.298



Computed, not measured: a single C4H3NO molecule in a non-equilibrium geometry, with ωB97M-V/def2-TZVPD.

SMILES: O=C1C=CN=C1
Max |F| in eV/Å: 9.31
Lowest unoccupied orbital energy in eV: -1.865
Total charge: 0
E in a.u.: -284.07935

Each line ends with the Mulliken charge.
Positions of all 9 atoms, in Å:
C (0.68961, -0.10780, 0.01088)  0.778
C (-0.24631, -1.09807, 0.17072)  -0.387
C (-1.41445, -0.54114, -0.05370)  -0.275
C (0.05294, 1.10055, 0.16967)  -0.148
H (0.29333, -2.22559, -0.02585)  0.239
H (-2.38358, -0.82612, -0.23442)  0.478
H (0.56229, 2.12024, 0.01849)  0.291
N (-1.19774, 0.81818, -0.09652)  -0.446
O (1.92766, -0.11462, -0.10850)  -0.531



Computed, not measured: a molecular structure, C4H3NO in a non-equilibrium geometry, with ωB97M-V/def2-TZVPD.

Multiplicity: 3
Max |F| in eV/Å: 5.38
Lowest unoccupied orbital energy (spin up / spin down) in eV: 0.726 / -1.752
Total charge: 0
E in a.u.: -283.94009

Each line ends with the Mulliken charge.
Positions of all 9 atoms, in Å:
C (2.17139, -0.33902, -0.99436)  -0.639
C (2.26047, 0.06976, 0.30160)  0.814
C (-0.08626, -0.11590, -0.23303)  0.258
C (-1.44842, -0.01506, 0.00239)  -0.872
N (0.86765, -0.31646, -0.88844)  -0.047
O (1.88786, 0.53275, 1.29622)  -0.294
H (-2.05998, 0.85725, -0.44463)  0.281
H (-1.54475, 0.24592, 1.19820)  0.221
H (-2.04796, -0.91926, -0.23796)  0.277